Computed, not measured: a cluster of 2 separate species, C7H8O5 in total, with the ωB97M-V functional and the def2-TZVPD basis.

Atoms and positions in Å:
O1 -0.56050 1.47943 3.25715
O2 -1.60924 -3.10320 2.49359
O3 -3.18045 -1.53375 2.21840
O4 -1.57539 0.32360 4.78881
O5 0.19429 -1.41292 2.98696
C1 -0.59707 0.95286 -1.48954
C2 -1.04801 -0.84630 2.79055
C3 -0.25681 0.43500 -0.11175
C4 -2.05354 -1.95094 2.43367
C5 1.19120 0.73848 0.28360
C6 -1.09058 0.49798 3.69829
C7 -1.17156 0.04205 0.76234
H1 1.71123 -0.05358 0.91294
H2 -0.42456 2.01770 -1.42438
H3 0.02985 0.60909 -2.31115
H4 1.28186 1.63494 0.91162
H5 1.72608 0.88171 -0.68136
H6 -2.18731 -0.21342 0.65872
H7 -1.71334 0.75381 -1.72929
H8 0.03680 -2.34420 2.94173

The value obtained for the HOMO energy is 0.138 eV. The calculation puts the LUMO energy at 6.0 eV. Its charge is -2. The relative energy (zero: lowest compared OMol25 entry of this formula, charge and spin) is 192.21 kJ/mol. The spin multiplicity is 1. For the HOMO-LUMO gap, the calculation gives 0.21490 hartree.

---

Computed, not measured: a structure of composition C24H17AsMnN4O8S, with the ωB97M-V functional and the def2-TZVPD basis.

Atoms and positions in Å:
As1 2.28831 0.48162 1.33352
Mn1 -0.12861 0.04846 -0.75827
S1 -0.88465 0.97471 1.85685
O1 -1.05458 -0.34317 1.21620
O2 -1.79461 -3.81187 -1.30327
O3 3.63041 -0.63061 1.74028
O4 3.03537 1.87240 0.89906
O5 -2.47216 3.03101 -2.10145
O6 -2.08711 1.64698 2.24942
O7 1.53004 -0.42971 0.10252
O8 0.04759 1.76301 1.01779
N1 0.75515 1.65260 -1.74892
N2 -1.70216 0.96953 -1.37382
N3 0.94528 -1.80442 -2.17097
N4 -1.48687 -1.50996 -1.22556
C1 -3.92463 -1.85590 -0.77146
C2 -5.28001 0.13996 -0.67438
C3 1.65441 -0.08702 5.43619
C4 2.51111 3.16487 -2.23906
C5 1.04192 -4.07661 -1.44841
C6 1.45179 0.36689 3.08697
C7 -2.80293 -1.07588 -1.02557
C8 3.02116 -2.98569 -2.21303
C9 -2.93597 0.31605 -1.11741
C10 -1.58860 2.23391 -1.82408
C11 -0.49360 0.50161 4.53098
C12 2.05432 1.92215 -1.83795
C13 1.58774 4.15103 -2.53503
C14 -5.16056 -1.23754 -0.59469
C15 2.23518 0.01409 4.17830
C16 0.23382 3.87169 -2.41884
C17 -1.12134 -2.77928 -1.36146
C18 0.35843 -2.89222 -1.68085
C19 -0.13952 2.61254 -2.01292
C20 0.09168 0.61603 3.28270
C21 2.39895 -4.11835 -1.70572
C22 -4.16350 0.92839 -0.94054
C23 2.25103 -1.85913 -2.42814
C24 0.29975 0.14985 5.61280
H1 -0.14197 0.05810 6.59739
H2 2.69790 -0.95612 -2.83019
H3 2.73309 1.13094 -1.56260
H4 4.08234 -2.96853 -2.42414
H5 -6.03431 -1.84390 -0.38561
H6 -3.81324 -2.92732 -0.71068
H7 -6.24215 0.61415 -0.52200
H8 2.26872 -0.35827 6.28600
H9 3.28565 -0.18662 4.03035
H10 1.91864 5.13600 -2.83970
H11 -1.55225 0.69968 4.63513
H12 2.96958 -5.01750 -1.50842
H13 -4.24014 2.00269 -1.00747
H14 4.34618 -0.34045 1.16291
H15 0.48924 -4.92132 -1.06152
H16 3.57469 3.35041 -2.27611
H17 -0.54397 4.59602 -2.61511

The value obtained for the HOMO energy (alpha / beta) is -4.671 / -4.810 eV. The calculation puts the LUMO energy (alpha / beta) at 2.0 / 2.4 eV. As for the expectation value of S²: 6.056. Its charge is -1. The relative energy (zero: lowest compared OMol25 entry of this formula, charge and spin) is 11.52 kJ/mol. The spin multiplicity is 5. For the HOMO-LUMO gap (alpha / beta), the calculation gives 0.24392 / 0.26379 hartree.

---

Computed, not measured: a cluster of 9 separate species, C36H44F8N2O25 in total, with the ωB97M-V functional and the def2-TZVPD basis.

Atoms and positions in Å:
F1 4.16919 9.56044 -2.36199
F2 -3.49532 -13.02041 2.87226
F3 6.83493 11.10201 -2.34569
F4 5.08508 -3.09236 5.62843
F5 0.57101 2.22292 -3.21592
F6 4.25283 2.64648 -0.31910
F7 -0.85155 0.31262 5.32564
F8 0.49918 2.16102 2.13976
O1 6.11314 13.29078 -6.12474
O2 -3.34832 -11.72401 1.03164
O3 4.75530 7.70289 -1.22063
O4 6.66652 0.60096 3.75115
O5 6.84159 12.02862 -4.39756
O6 3.84565 1.24438 2.79545
O7 -4.19525 -9.82353 1.82000
O8 3.21624 4.27138 -4.00916
O9 1.43305 3.35288 -4.97095
O10 -2.90859 4.88264 2.92610
O11 5.17107 6.31298 -2.90386
O12 5.64758 -1.01340 4.95479
O13 3.03815 1.06839 0.73801
O14 2.58734 4.96419 -6.05574
O15 5.03013 5.50148 -0.80841
O16 -0.96827 3.73005 2.82571
O17 6.29643 -1.43637 2.87074
O18 -0.34256 -1.67263 6.28588
O19 -0.19685 -3.91622 6.50300
O20 -0.12660 -2.94462 4.47106
O21 -2.89156 2.68589 2.41913
O22 5.70408 13.89892 -3.99203
O23 2.53773 -0.50567 2.27585
O24 -3.86086 -10.04893 -0.39477
O25 -6.57720 -1.64878 -4.02034
N1 -2.49444 -3.67549 -1.60970
N2 -2.78509 -1.41960 1.59754
C1 -0.38593 -1.61792 4.00135
C2 6.98575 12.27278 -3.01781
C3 5.04279 8.52533 -2.33766
C4 -4.14499 -10.72417 2.92791
C5 2.61943 3.43642 -3.01453
C6 -5.18258 -1.94104 -4.04097
C7 -4.97045 -6.23899 -1.46830
C8 4.85147 7.57190 -3.50053
C9 3.08255 0.50943 1.96880
C10 -4.85695 -2.83249 -0.86549
C11 6.20208 13.09799 -4.96333
C12 -3.70884 -1.95757 1.19716
C13 5.82417 -2.67837 3.39782
C14 2.43098 4.27045 -5.10865
C15 5.85812 13.24511 -2.73194
C16 3.58988 2.37493 0.82746
C17 -3.53141 -3.31970 -1.28764
C18 -5.90198 -5.26464 -0.70423
C19 5.00899 -2.22504 4.59342
C20 4.99113 6.40894 -1.57147
C21 -0.22290 -2.95084 5.81881
C22 -0.66774 2.35263 2.81229
C23 -3.17610 -11.78151 2.43373
C24 6.25722 -0.50627 3.85259
C25 -4.88277 -2.65561 0.67298
C26 -4.53230 -1.17946 -2.89827
C27 -3.81213 -10.48786 0.70290
C28 -5.11650 -1.44025 -1.51077
C29 1.72517 2.54171 -3.84928
C30 -2.32552 3.87188 2.73830
C31 4.50871 2.26135 2.02652
C32 -5.95933 -3.84022 -1.27367
C33 -3.74616 -6.62588 -0.62142
C34 -1.85749 1.75424 2.09253
C35 -0.05803 -0.78934 5.22326
C36 -5.72192 -7.49662 -1.94314
H1 3.38109 2.90760 -2.45283
H2 -1.43924 -1.52705 3.73656
H3 -0.53266 2.00353 3.83729
H4 -4.66507 -0.11295 -3.10508
H5 -6.92678 -5.64439 -0.73948
H6 2.77950 3.09350 0.93816
H7 -5.13105 -11.16372 3.08623
H8 -2.11322 0.75348 2.42542
H9 -5.65078 -8.30004 -1.20715
H10 3.95858 -2.02150 4.37774
H11 2.19688 1.61996 -4.19392
H12 5.49761 1.90649 1.73566
H13 -1.69466 1.75194 1.01308
H14 6.05170 8.92194 -2.23707
H15 -5.29661 -7.88103 -2.87343
H16 -4.72924 -1.61621 -4.98412
H17 -6.77705 -7.28565 -2.13489
H18 4.59787 3.17152 2.60992
H19 -6.20125 -1.30879 -1.54475
H20 -2.12856 -11.58763 2.67054
H21 3.81032 7.56464 -3.82717
H22 -3.43863 -5.78905 0.01137
H23 -5.62880 -5.27183 0.35506
H24 6.67200 -3.28116 3.72686
H25 -3.98119 -7.47740 0.02063
H26 5.50483 7.76226 -4.34613
H27 -6.91326 -3.37178 -1.01150
H28 -7.02233 -2.20067 -4.66823
H29 5.25056 -3.20904 2.64449
H30 0.23365 -1.38709 3.13847
H31 -4.59942 -5.71950 -2.35911
H32 -5.76650 -2.06480 0.92904
H33 -4.71217 -0.67539 -0.84064
H34 -5.01138 -3.02056 -3.95417
H35 7.98823 12.65617 -2.82143
H36 -2.88943 -6.88195 -1.24644
H37 -3.45649 -1.37213 -2.91770
H38 -5.94404 -3.91943 -2.36276
H39 6.08167 13.97175 -1.95712
H40 2.01766 4.05042 -2.34140
H41 0.98278 -0.46789 5.29395
H42 4.94557 12.69838 -2.48805
H43 -3.81679 -10.20103 3.82062
H44 -4.95413 -3.61517 1.18316

The value obtained for the HOMO energy is -10.842 eV. The calculation puts the LUMO energy at 0.3 eV. The spin multiplicity is 1. As for the SMILES: CC(C)CC[C@](C#N)(CC#N)CCCO.O=C1OC[C@@H](F)O1.O=C1OC[C@@H](F)O1.O=C1OC[C@@H](F)O1.O=C1OC[C@@H](F)O1.O=C1OC[C@@H](F)O1.O=C1OC[C@@H](F)O1.O=C1OC[C@@H](F)O1.O=C1OC[C@@H](F)O1. For the HOMO-LUMO gap, the calculation gives 0.40939 hartree.

---

Computed, not measured: a structure of composition C3H7N2O2, with the ωB97M-V functional and the def2-TZVPD basis.

Atoms and positions in Å:
O1 2.82324 0.57227 -0.66346
O2 2.78781 0.53840 1.56406
N1 1.04282 -0.35907 0.36894
N2 -2.16183 -0.22794 0.73718
C1 2.32351 0.32125 0.44611
C2 0.13645 0.13923 -0.64045
C3 -1.28145 -0.42774 -0.44796
H1 -2.59683 0.65454 0.51693
H2 -1.26746 -1.48615 -0.73307
H3 0.09175 1.23306 -0.49908
H4 -1.16211 -0.60495 0.91204
H5 -1.91428 -0.01405 -1.23344
H6 0.70886 -0.33135 1.33051
H7 0.46952 -0.00750 -1.65831

The value obtained for the HOMO energy is -4.079 eV. The calculation puts the LUMO energy at 3.8 eV. Its charge is -1. The relative energy (zero: lowest compared OMol25 entry of this formula, charge and spin) is 308.74 kJ/mol. The spin multiplicity is 1. For the HOMO-LUMO gap, the calculation gives 0.28800 hartree.

---

Computed, not measured: a structure of composition C11H28AlClCsKNO7Si2, with the ωB97M-V functional and the def2-TZVPD basis.

Atoms and positions in Å:
Cs1 -1.63363 -3.29019 4.59288
K1 -6.03069 0.56546 1.28775
Cl1 -2.59037 -1.10362 0.02469
Si1 2.10080 -0.29388 -0.90607
Si2 4.21685 1.71864 -1.93101
Al1 -2.29492 3.96591 1.91587
O1 -3.20951 2.34431 3.89890
O2 -3.69705 4.08819 5.20641
O3 -4.32861 -2.65246 1.33343
O4 -4.28067 4.19245 3.09098
O5 -3.42273 -3.35808 3.28593
O6 -4.58462 -1.41339 3.48604
O7 4.49590 -4.87367 -0.63595
N1 2.59944 1.04969 -1.92014
C1 -5.11931 -1.78817 -0.83607
C2 4.25407 3.12484 -3.16883
C3 5.50757 0.45316 -2.46347
C4 -4.09478 -2.46952 2.69334
C5 0.28322 -0.64155 -1.25878
C6 -6.36059 -0.80530 -1.15866
C7 3.06038 -1.86403 -1.28160
C8 -3.72362 3.47858 3.99110
C9 2.26136 0.09005 0.92488
C10 4.71228 2.41730 -0.25375
C11 -4.32393 -1.44700 0.55316
H1 -0.33054 0.23322 -1.03304
H2 4.58929 -4.37640 -1.45437
H3 5.25113 3.56747 -3.20617
H4 -0.06730 -1.47592 -0.64882
H5 5.70447 -0.27902 -1.67950
H6 3.92376 3.04915 0.15678
H7 -4.15436 4.90477 4.92842
H8 3.30156 0.07882 1.25114
H9 4.00052 2.76751 -4.16889
H10 3.10962 -2.05021 -2.35611
H11 -6.58263 -0.02938 -0.36254
H12 6.44358 0.97333 -2.67937
H13 3.58342 -4.73145 -0.37164
H14 0.14296 -0.90194 -2.30991
H15 -7.27000 -1.42971 -1.28798
H16 -4.42995 -1.83771 -1.69965
H17 -4.02975 -0.61172 3.43174
H18 -5.53837 -2.81512 -0.72882
H19 3.54299 3.90522 -2.89033
H20 1.72596 -0.66727 1.50037
H21 4.93801 1.62822 0.46451
H22 -4.75015 -0.55181 1.09257
H23 5.19167 -0.07441 -3.36433
H24 1.83291 1.06493 1.16413
H25 -6.17599 -0.32236 -2.14282
H26 5.61111 3.02584 -0.37526
H27 4.07661 -1.81775 -0.88863
H28 2.56260 -2.71404 -0.81249

The value obtained for the HOMO energy is -16.832 eV. The calculation puts the LUMO energy at -12.2 eV. Its charge is +3. The spin multiplicity is 1. For the HOMO-LUMO gap, the calculation gives 0.16995 hartree.

---

Computed, not measured: a structure of composition C27H45ClF5PPd, with the ωB97M-V functional and the def2-TZVPD basis.

Atoms and positions in Å:
Pd1 0.18498 3.13642 1.33740
Cl1 1.81919 3.22024 -0.30945
P1 -0.21137 0.20947 -2.36466
F1 1.86364 -0.09470 3.75032
F2 -0.71927 0.51981 2.83300
F3 0.49873 2.10858 3.77319
F4 1.34531 -0.64625 1.71562
F5 2.71803 1.03430 2.09699
C1 -1.32567 -2.14145 -0.89501
C2 0.35164 1.36440 2.60728
C3 -1.44951 -1.05096 -6.19752
C4 -2.87157 3.55519 -2.27088
C5 -0.78888 -2.44502 -6.22219
C6 3.64678 1.28603 -3.60982
C7 2.25519 0.65995 -3.73471
C8 -0.74497 -0.79628 -0.93140
C9 1.60040 0.55824 -2.34332
C10 2.43458 -0.24461 -1.34846
C11 -0.80139 -0.08444 -5.19685
C12 -0.18521 -3.19859 -0.69470
C13 1.59157 0.42719 2.52560
C14 -2.34293 -2.21956 0.29669
C15 -2.38217 2.09106 -2.43467
C16 -0.53564 -3.04562 -4.82952
C17 -0.71530 -0.77478 -3.83071
C18 0.15373 -2.02646 -3.93736
C19 -0.05284 -4.06377 0.45768
C20 -0.63962 4.39254 -3.16822
C21 -2.15561 4.53242 -3.19901
C22 -1.68316 -2.51633 1.63818
C23 3.85986 0.31781 -1.26624
C24 -0.85952 1.98374 -2.30300
C25 -1.04643 -3.89521 1.62436
C26 4.51585 0.47975 -2.64506
C27 -0.16814 2.93198 -3.31202
H1 1.63127 1.58240 -1.91478
H2 -1.84587 -4.63208 1.50598
H3 -1.49096 -3.33672 -4.36153
H4 -1.74037 -1.06053 -3.53161
H5 0.21500 0.18905 -5.51860
H6 -0.13309 -5.10386 0.06666
H7 -3.95619 3.57528 -2.45793
H8 0.10048 -3.93673 -4.90699
H9 0.52187 -3.32994 -1.52194
H10 -0.18889 4.96974 -3.98432
H11 -2.42677 -2.44944 2.44453
H12 4.46873 -0.32956 -0.61904
H13 5.49035 0.95272 -2.53668
H14 -0.22528 4.77857 -2.22506
H15 -2.42654 5.54948 -2.92225
H16 -1.39340 0.83716 -5.13080
H17 -1.42555 -3.13482 -6.78810
H18 1.64725 1.26126 -4.42184
H19 2.33674 -0.34093 -4.18349
H20 2.00418 -0.15225 -0.34907
H21 0.10275 -0.67447 -0.20730
H22 -0.36010 2.58025 -4.34251
H23 0.16355 -2.39494 -6.77164
H24 0.34688 -2.47351 -2.96409
H25 -3.04833 -3.01234 0.03724
H26 1.12999 -1.75180 -4.35314
H27 3.52968 2.30883 -3.21965
H28 3.78562 1.31155 -0.79293
H29 -2.69976 1.71671 -3.42601
H30 -0.92013 -1.77010 1.87383
H31 -0.54964 -4.10682 2.57058
H32 2.43550 -1.31298 -1.61186
H33 -2.50785 4.37347 -4.22335
H34 0.96893 -3.93518 0.84830
H35 -0.55648 2.32663 -1.28930
H36 -2.88031 1.45196 -1.68972
H37 -1.38220 -0.60372 -7.19548
H38 -2.51105 -1.16751 -5.93001
H39 4.10904 1.33794 -4.60315
H40 0.91772 2.92444 -3.16390
H41 -1.42718 -0.05286 -0.48913
H42 -1.88215 -2.32281 -1.82197
H43 -2.89140 -1.26119 0.39233
H44 4.69405 -0.52066 -3.07141
H45 -2.71015 3.84523 -1.22046

The value obtained for the HOMO energy (alpha / beta) is -4.619 / -9.333 eV. The calculation puts the LUMO energy (alpha / beta) at 0.3 / -1.4 eV. As for the expectation value of S²: 6.011. The relative energy (zero: lowest compared OMol25 entry of this formula, charge and spin) is 0.00 kJ/mol. The spin multiplicity is 5. For the HOMO-LUMO gap (alpha / beta), the calculation gives 0.17984 / 0.29170 hartree.